1.
Molecular formula: C5H5NO
Method: DFT, wB97M-V/def2-TZVPD

## Properties
LUMO level (spin up / spin down)	-0.05 / -0.20	eV
relative energy (zero: lowest compared OMol25 entry of this formula, charge and spin)	104.7	kcal/mol
electronic energy	-323.35291	Ha
orbital gap (spin up / spin down)	7.81 / 7.40	eV

```
12
Properties=species:S:1:pos:R:3:mulliken_charge:R:1
O 2.01 -0.86 -1.53 -0.39
N 0.89 1.94 0.36 -0.38
C -0.57 -0.81 0.87 -0.74
C 1.28 -0.20 -0.87 -0.29
C -1.04 0.42 0.16 -0.16
C -0.20 -0.59 -0.57 0.16
C -0.26 1.64 0.47 0.13
H 1.73 1.37 -0.19 0.33
H -0.69 -1.19 -1.33 0.40
H -2.09 0.53 -0.08 0.40
H 0.23 -0.69 1.60 0.29
H -1.30 -1.57 1.11 0.26
```

2.
Molecular formula: C5H5NO
Method: DFT, wB97M-V/def2-TZVPD

## Properties
LUMO level	0.68	eV
relative energy (zero: lowest compared OMol25 entry of this formula, charge and spin)	32.5	kcal/mol
electronic energy	-323.46796	Ha
structure (SMILES)	N#C[C@@H]1C[C@@H]1C=O
orbital gap	11.04	eV

```
12
Properties=species:S:1:pos:R:3:mulliken_charge:R:1
O -2.10 -1.16 1.21 -0.47
N 0.52 -1.63 -2.22 -0.43
C 0.34 -0.68 -1.58 0.06
C -0.96 -0.91 0.93 -0.16
C 0.17 0.54 -0.81 0.08
C -0.50 0.47 0.53 0.07
C 0.97 0.74 0.44 -0.74
H -1.23 1.26 0.76 0.37
H -0.16 -1.71 0.90 0.32
H 0.00 1.40 -1.46 0.36
H 1.63 -0.07 0.74 0.28
H 1.33 1.75 0.65 0.26
```

3.
Molecular formula: C5H5NO
Method: DFT, wB97M-V/def2-TZVPD

## Properties
LUMO level	-0.53	eV
relative energy (zero: lowest compared OMol25 entry of this formula, charge and spin)	120.4	kcal/mol
electronic energy	-323.32786	Ha
orbital gap	8.38	eV

```
12
Properties=species:S:1:pos:R:3:mulliken_charge:R:1
O 0.06 -0.04 -1.60 -0.53
N 3.26 -0.11 -0.05 -0.39
C -0.37 -1.05 0.29 -0.42
C 0.66 -0.15 -0.40 0.65
C -1.27 0.08 -0.21 -0.06
C 2.12 -0.19 -0.22 -0.11
C -0.56 1.20 0.38 -0.67
H -2.28 0.02 -0.63 0.41
H -0.50 -2.02 -0.22 0.26
H -0.39 1.24 1.46 0.29
H -0.54 2.15 -0.16 0.28
H -0.19 -1.12 1.37 0.28
```

4.
Molecular formula: C5H5NO
Method: DFT, wB97M-V/def2-TZVPD

## Properties
LUMO level	1.01	eV
relative energy (zero: lowest compared OMol25 entry of this formula, charge and spin)	60.4	kcal/mol
electronic energy	-323.42337	Ha
orbital gap	11.02	eV

```
12
Properties=species:S:1:pos:R:3:mulliken_charge:R:1
O -0.39 0.88 2.92 -0.17
N 1.77 1.38 -0.29 -0.58
C -1.50 -1.82 0.39 0.14
C -0.07 -0.11 -1.07 -0.62
C -0.61 1.26 1.88 0.16
C 1.29 0.22 -0.49 -0.10
C -0.84 -1.06 -0.26 -0.46
H 1.09 2.09 -0.55 0.28
H -0.64 0.82 -1.19 0.28
H 0.08 -0.53 -2.07 0.31
H 1.92 -0.64 -0.24 0.37
H -2.10 -2.50 0.96 0.39
```

5.
Molecular formula: C5H5NO
Method: DFT, wB97M-V/def2-TZVPD

## Properties
LUMO level	0.32	eV
relative energy (zero: lowest compared OMol25 entry of this formula, charge and spin)	64.2	kcal/mol
electronic energy	-323.41742	Ha
structure (SMILES)	C#CC(=C)NC=O
orbital gap	9.33	eV

```
12
Properties=species:S:1:pos:R:3:mulliken_charge:R:1
O -3.17 0.26 -0.10 -0.50
N -0.96 -0.54 0.08 -0.11
C -1.99 0.46 0.02 0.10
C 1.02 0.89 -0.09 -0.58
C 1.29 2.05 -0.03 0.32
C 0.52 -0.43 0.00 0.51
C 1.27 -1.61 0.01 -1.18
H 2.32 -1.55 -0.18 0.33
H -1.26 -1.45 0.11 0.17
H 0.82 -2.59 -0.17 0.32
H -1.59 1.50 0.19 0.21
H 1.73 3.02 0.16 0.40
```

6.
Molecular formula: C5H5NO
Method: DFT, wB97M-V/def2-TZVPD

## Properties
LUMO level (spin up / spin down)	-0.92 / -0.92	eV
relative energy (zero: lowest compared OMol25 entry of this formula, charge and spin)	133.9	kcal/mol
electronic energy	-323.30636	Ha
orbital gap (spin up / spin down)	8.54 / 8.54	eV

```
12
Properties=species:S:1:pos:R:3:mulliken_charge:R:1
O 0.94 0.04 1.11 -0.44
N -1.35 2.62 0.76 -0.41
C 0.14 -1.88 -0.31 -0.45
C -0.77 1.66 0.50 -0.17
C -0.04 0.44 0.15 0.95
C -0.84 -0.74 -0.35 -0.35
C 1.40 0.57 -0.13 -0.63
H 1.86 1.56 -0.04 0.33
H -0.30 -2.69 0.29 0.16
H -1.13 -0.60 -1.41 0.27
H 1.85 -0.15 -0.81 0.34
H -1.77 -0.83 0.24 0.38
```

7.
Molecular formula: C5H5NO
Method: DFT, wB97M-V/def2-TZVPD

## Properties
LUMO level	0.42	eV
relative energy (zero: lowest compared OMol25 entry of this formula, charge and spin)	73.8	kcal/mol
electronic energy	-323.40204	Ha
structure (SMILES)	N#C[C@H]1CC=CO1
orbital gap	9.50	eV

```
12
Properties=species:S:1:pos:R:3:mulliken_charge:R:1
O -0.13 -1.37 0.28 -0.38
N 3.00 -0.35 -0.63 -0.41
C 0.77 -0.25 0.53 0.46
C -1.41 -0.99 -0.29 -0.01
C -0.12 0.96 0.30 -0.49
C 1.93 -0.39 -0.22 0.00
C -1.14 0.35 -0.75 -0.51
H 0.59 1.81 0.02 0.35
H -1.93 1.03 -1.34 0.24
H -0.63 1.33 1.17 0.28
H -2.06 -1.87 -0.61 0.30
H 1.13 -0.27 1.54 0.17
```

8.
Molecular formula: C5H5NO
Method: DFT, wB97M-V/def2-TZVPD

## Properties
LUMO level (spin up / spin down)	-0.71 / -0.71	eV
relative energy (zero: lowest compared OMol25 entry of this formula, charge and spin)	155.9	kcal/mol
electronic energy	-323.27124	Ha
orbital gap (spin up / spin down)	8.46 / 8.46	eV

```
12
Properties=species:S:1:pos:R:3:mulliken_charge:R:1
O 1.15 -0.59 2.16 -0.29
N 1.45 2.28 -0.16 -0.45
C 0.79 1.36 -0.43 0.20
C -0.52 -0.69 0.28 -0.03
C 0.00 0.22 -0.85 -0.16
C 0.59 -0.76 1.16 0.19
C -1.41 0.37 -0.35 -0.45
H 1.58 -1.21 -0.23 0.12
H -1.68 1.30 0.14 0.30
H -0.69 -1.68 -0.14 0.27
H -2.23 -0.12 -0.86 0.24
H 1.13 -0.77 -0.98 0.07
```